DFT (ωB97M-V/def2-TZVPD) results for C39H52BN5O5Tl as an isolated structure in a non-equilibrium geometry.

E   -2364.6089 Eh
Frontier orbital gap   0.28958 Eh
Total charge   +1
Multiplicity   1
LUMO energy   -3.184 eV

Structure (XYZ):
```
103
C39H52BN5O5Tl, DFT ωB97M-V/def2-TZVPD
Tl 0.470 0.895 0.513
O 5.122 0.821 1.345
C 3.817 0.921 1.482
O 3.037 0.039 1.182
C 3.355 2.221 2.027
C 4.200 3.141 2.628
C 3.641 4.318 3.113
C 2.275 4.516 3.008
C 1.501 3.535 2.387
N 2.044 2.429 1.914
C -0.033 3.641 2.213
O -0.648 4.315 3.016
O -0.499 2.970 1.250
H 5.386 -0.038 0.957
H 5.254 2.931 2.707
H 4.271 5.061 3.577
H 1.797 5.407 3.385
C -3.886 -3.807 -1.509
C -3.112 -2.659 -0.862
C -3.635 -2.343 0.541
C -3.184 -1.398 -1.686
C -4.421 -0.885 -2.055
C -4.521 0.306 -2.749
C -3.377 1.017 -3.056
C -2.120 0.543 -2.706
C -0.896 1.368 -3.020
C -0.906 2.617 -2.136
C -0.824 1.737 -4.502
C -2.036 -0.678 -2.031
N -0.754 -1.248 -1.768
B 0.342 -0.918 -0.960
N 1.368 -1.850 -1.186
C 0.880 -2.731 -2.140
C -0.375 -2.378 -2.480
C 2.737 -1.947 -0.793
C 3.663 -1.172 -1.502
C 5.009 -1.258 -1.168
C 5.432 -2.133 -0.183
C 4.507 -2.898 0.500
C 3.145 -2.821 0.219
C 2.226 -3.698 1.040
C 1.733 -4.909 0.237
C 1.069 -2.931 1.682
C 3.239 -0.244 -2.618
C 4.064 -0.473 -3.887
C 3.339 1.213 -2.154
H -3.675 -4.734 -0.984
H -3.594 -3.926 -2.550
H -4.958 -3.634 -1.474
H -2.067 -2.967 -0.760
H -4.668 -2.007 0.506
H -3.034 -1.555 0.985
H -3.582 -3.227 1.168
H -5.319 -1.419 -1.789
H -5.489 0.683 -3.044
H -3.464 1.959 -3.571
H 0.000 0.786 -2.778
H -1.764 3.243 -2.363
H -0.004 3.201 -2.294
H -0.983 2.350 -1.081
H -1.611 2.432 -4.780
H -0.921 0.847 -5.119
H 0.132 2.207 -4.718
H 1.492 -3.528 -2.514
H -1.046 -2.823 -3.186
H 5.730 -0.643 -1.685
H 6.485 -2.229 0.040
H 4.845 -3.563 1.281
H 2.839 -4.087 1.861
H 0.919 -4.635 -0.431
H 1.374 -5.673 0.923
H 2.549 -5.334 -0.345
H 0.299 -2.679 0.959
H 1.435 -2.010 2.136
H 0.611 -3.545 2.453
H 2.196 -0.447 -2.879
H 5.090 -0.139 -3.765
H 3.632 0.082 -4.717
H 4.075 -1.528 -4.151
H 4.360 1.454 -1.860
H 2.685 1.388 -1.296
H 3.037 1.882 -2.957
C -0.732 0.503 3.932
N -1.985 1.077 3.509
C -2.614 1.997 4.436
C -4.110 1.995 4.175
C -4.321 2.418 2.731
N -3.493 1.635 1.834
C -3.833 1.757 0.436
C -2.354 1.032 2.211
O -1.690 0.345 1.389
H 0.010 1.290 4.101
H -0.372 -0.180 3.162
H -0.882 -0.046 4.865
H -2.199 3.005 4.305
H -2.395 1.652 5.448
H -4.611 2.686 4.851
H -4.511 0.991 4.334
H -4.077 3.480 2.609
H -5.365 2.267 2.440
H -3.760 2.802 0.127
H -4.855 1.415 0.266
H -3.149 1.151 -0.151
```